No. 1
Molecular formula: C21H19F3N2O3S2
Method: DFT, ωB97M-V/def2-TZVPD

```
50
Properties=species:S:1:pos:R:3:lowdin_charge:R:1
C -4.75199 -1.83145 2.72695 -0.09
C -4.30376 -0.53364 2.44014 -0.07
C -2.93695 -0.27135 2.32996 -0.02
C -1.99428 -1.29646 2.51972 -0.16
C -0.52631 -0.92271 2.48021 -0.46
C 0.43685 -1.95703 2.34028 -0.09
N 1.79775 -1.76223 2.55427 -0.03
C 2.38901 -0.51682 2.64855 0.00
C 3.76142 -0.36809 2.70045 -0.04
C 4.58902 -1.48716 2.70100 -0.07
C 3.98225 -2.74708 2.70789 -0.05
C 2.61279 -2.87732 2.65406 -0.02
O -0.25029 0.30153 2.52635 -0.06
C -2.45028 -2.58957 2.80816 -0.04
C -3.81957 -2.86087 2.90370 -0.08
H -5.81802 -2.04114 2.81781 0.10
H -5.01691 0.28304 2.31953 0.10
H -2.58659 0.74001 2.11480 0.12
H 0.15545 -3.00461 2.18651 0.11
H 1.70508 0.31787 2.63847 0.11
H 4.14458 0.64876 2.76530 0.12
H 5.66918 -1.37940 2.73155 0.11
H 4.57367 -3.65654 2.78333 0.11
H 2.08293 -3.82634 2.67377 0.13
H -1.71296 -3.37234 2.98161 0.10
H -4.14570 -3.87569 3.13872 0.10
C 0.77083 1.78891 -0.96419 -0.13
N 0.01735 0.68359 -1.53141 -0.56
S -0.15777 -0.68475 -0.46811 1.13
C 1.22675 -1.56483 -1.18628 -0.81
F 1.27159 -2.81417 -0.62882 0.06
F 1.12517 -1.69804 -2.52435 0.09
F 2.42254 -0.95216 -0.92776 0.07
S -1.39083 1.08850 -2.39567 0.62
C -0.70902 2.30734 -3.50978 -0.30
C -1.05440 3.66037 -3.37743 -0.06
C -0.54169 4.59029 -4.28567 -0.07
C 0.27826 4.17139 -5.33842 -0.07
C 0.59224 2.81559 -5.47779 -0.07
C 0.09233 1.87762 -4.57126 -0.05
O -1.76047 -0.04780 -3.19826 -0.29
O -2.33465 1.71180 -1.50275 -0.29
H 1.77436 1.42133 -0.72461 0.08
H 0.85117 2.56838 -1.72987 0.08
H 0.26061 2.15880 -0.06037 0.10
H -1.70543 3.96713 -2.55946 0.12
H -0.79655 5.64646 -4.17777 0.11
H 0.65314 4.89718 -6.06254 0.11
H 1.21400 2.47690 -6.30761 0.11
H 0.31408 0.81678 -4.68290 0.12
```

Computed properties:
Spin multiplicity = 1
LUMO = -0.014 Eh
HOMO-LUMO gap = 0.260 hartree

=====

No. 2
Molecular formula: C21H19F3NO7S2
Method: DFT, ωB97M-V/def2-TZVPD

```
53
Properties=species:S:1:pos:R:3:lowdin_charge:R:1
C 3.68595 -1.72101 1.30139 -0.08
C 2.24394 -1.86254 1.67965 -0.25
O 1.64813 -0.55487 1.60013 -0.01
C 0.37099 -0.61525 2.02420 -0.48
C -0.39412 0.63164 2.04522 -0.05
C 0.28902 1.91229 1.77743 -0.44
O -0.31062 2.95296 1.45428 -0.01
O 1.62988 1.93742 1.83624 -0.02
C 2.18416 3.26141 1.65229 -0.23
C 3.62689 3.09057 1.27827 -0.09
C -1.81098 0.59873 1.88049 -0.17
C -2.61843 1.77853 1.90141 -0.04
C -3.99470 1.73992 1.71170 -0.12
C -4.65410 0.52418 1.50229 -0.13
C -3.89977 -0.65141 1.49008 -0.13
C -2.52055 -0.61690 1.64326 -0.05
O -0.08108 -1.71625 2.35006 -0.10
H 4.17766 -2.68749 1.42007 0.07
H 3.79975 -1.41523 0.25836 0.07
H 4.20514 -1.00310 1.94151 0.08
H 1.72234 -2.54558 0.99519 0.13
H 2.14329 -2.22664 2.70886 0.12
H 1.63849 3.79854 0.86983 0.11
H 2.06706 3.78594 2.60870 0.12
H 4.06480 4.06576 1.05700 0.07
H 4.19538 2.64020 2.09620 0.07
H 3.73105 2.46412 0.38671 0.08
H -2.11893 2.73347 2.01950 0.08
H -4.55134 2.67700 1.74348 0.09
H -5.73598 0.48941 1.37046 0.08
H -4.38130 -1.61439 1.34393 0.09
H -1.95002 -1.53848 1.59508 0.08
F -0.64400 0.44811 6.60604 0.07
C -1.67194 -0.34270 6.17362 -0.81
F -2.19745 -0.98293 7.23962 0.09
F -2.62693 0.46965 5.62262 0.07
S -1.08171 -1.49226 4.91739 1.19
N -2.21375 -2.82384 5.34196 -0.37
C -2.13742 -3.72573 6.43936 -0.43
O -1.25238 -3.74921 7.27395 0.10
C -3.33685 -4.60357 6.32510 -0.11
C -4.01678 -4.44549 5.13822 -0.23
C -5.15651 -5.16770 4.80418 -0.03
C -5.63724 -6.10312 5.72232 -0.06
C -4.96724 -6.28784 6.94305 -0.06
C -3.81574 -5.55274 7.24294 0.01
S -3.33638 -3.20946 4.11793 0.67
O -4.28102 -2.13988 3.97389 -0.25
O -2.65157 -3.78792 2.99182 -0.25
H -5.63629 -4.98338 3.84974 0.12
H -6.52833 -6.68050 5.48387 0.11
H -5.36604 -7.01779 7.65162 0.11
H -3.29066 -5.69322 8.18436 0.12
```

Computed properties:
Spin multiplicity = 1
Net charge = -1
LUMO = 0.061 Eh
HOMO-LUMO gap = 0.179 hartree

=====

No. 3
Molecular formula: C21H19N3O2
Method: DFT, ωB97M-V/def2-TZVPD

```
45
Properties=species:S:1:pos:R:3:lowdin_charge:R:1
O 1.05939 -0.90221 0.94166 -0.09
C 1.18419 -1.73089 1.90233 -0.40
C 1.83831 -1.35582 3.15882 -0.02
C 2.06917 -2.27032 4.16779 -0.07
C 1.55325 -3.58226 4.07410 -0.28
C 1.65263 -4.47212 5.19421 -0.22
N 1.72664 -5.18323 6.12436 0.11
C 0.93070 -4.01322 2.88083 -0.07
C 0.72307 -3.12275 1.84411 -0.02
H 2.15571 -0.30669 3.23120 0.10
H 2.66824 -1.98780 5.04271 0.11
H 0.63821 -5.06838 2.77212 0.11
H 0.23094 -3.43076 0.91305 0.10
C -0.45038 3.00409 -2.71653 0.01
N -0.00501 1.96788 -3.64123 -0.03
C 0.41671 2.23308 -4.94228 0.00
C 0.56660 1.03656 -5.55937 0.00
N 0.21501 0.04642 -4.64628 -0.03
C 0.18507 -1.37053 -4.97592 0.02
C -0.09742 0.62419 -3.46250 -0.09
C -0.62796 -0.07728 -2.28735 -0.35
C -0.24098 0.52840 -1.01188 -0.08
C -0.75585 0.08025 0.18862 -0.01
C -1.09274 1.02429 1.26824 -0.20
C -2.32080 0.88548 1.94993 -0.03
C -2.63634 1.67028 3.05943 -0.08
C -1.69279 2.58122 3.56319 -0.09
C -0.45165 2.70613 2.91803 -0.08
C -0.19071 2.03083 1.71027 -0.02
O -1.37457 -1.06221 -2.40606 0.04
H -0.62724 2.61359 -1.71025 0.07
H 0.31067 3.79462 -2.65442 0.11
H -1.39080 3.44738 -3.07545 0.11
H 0.54326 3.24094 -5.30069 0.13
H 0.87982 0.83488 -6.56614 0.13
H 0.11859 -1.95272 -4.05903 0.10
H -0.68631 -1.60927 -5.60365 0.11
H 1.09735 -1.64052 -5.52925 0.11
H 0.64111 1.16863 -1.02662 0.12
H -1.21144 -0.91402 0.23584 0.14
H -3.04768 0.15291 1.58484 0.12
H -3.62692 1.60884 3.52126 0.10
H -1.91240 3.16338 4.47033 0.11
H 0.30863 3.38588 3.33397 0.11
H 0.72671 2.22287 1.12367 0.12
```

Computed properties:
Spin multiplicity = 1
LUMO = -0.041 Eh
HOMO-LUMO gap = 0.196 hartree

=====

| no. | maximum force (eV/Å) |
| --- | --- |
| 1 | 1.1 |
| 2 | 2.8 |
| 3 | 3.6 |